(1)
A structure of composition C2H3I3O, computed with ωB97M-V/def2-TZVPD.

The geometry in XYZ format:
```
9
Properties=species:S:1:pos:R:3:forces:R:3:mulliken_charge:R:1
C 0.4708 -1.1213 0.3117 -2.3 3.2 0.5 -0.82
C -0.3565 0.4488 -0.1119 1.8 -1.7 -0.1 -0.34
O -0.0190 1.5046 0.7065 1.2 -2.8 -0.4 -0.42
I 2.5989 -0.9017 0.0593 -1.0 -0.3 0.4 0.13
I 0.3031 0.8174 -2.3443 -0.5 -0.1 1.3 0.05
I -2.4952 0.1687 -0.1523 0.3 -0.2 0.1 0.15
H 0.1023 -1.3288 1.3788 1.0 0.3 -1.5 0.41
H -0.0125 -1.8120 -0.3927 0.6 0.2 0.2 0.44
H -0.5919 2.2243 0.5448 -1.1 1.4 -0.4 0.39
```
Forces are in eV/Å.

Summary:
**ΔE to the lowest compared entry with this formula, charge and spin**: 74.8 kJ/mol

(2)
A cluster of 7 separate species, C31H70BrN2O7S6 in total, computed with ωB97M-V/def2-TZVPD.

The geometry in XYZ format:
```
117
Properties=species:S:1:pos:R:3:forces:R:3:mulliken_charge:R:1
C 2.3704 -2.8193 -0.7839 -0.4 0.1 0.2 -0.60
O 2.1749 -2.6513 -2.1706 0.2 -0.1 -0.2 -0.44
C 2.0801 -1.3101 -2.5977 0.0 0.0 0.0 -0.94
C 0.7101 -0.7162 -2.2990 -0.1 -0.2 0.2 -0.51
C -0.3874 -1.2979 -3.1849 0.1 0.0 0.0 0.29
C -0.3323 -0.9230 -4.6750 -0.2 0.0 0.1 -0.98
C 0.0365 0.5163 -5.0625 0.0 -0.1 -0.2 -0.60
C -1.1265 1.4789 -5.3347 0.1 0.2 0.1 -1.36
C -1.5490 2.3345 -4.1436 0.0 -0.2 0.1 -0.84
C -2.2784 1.5238 -3.0524 0.2 0.1 -0.1 0.45
C -3.2719 2.3256 -2.2862 0.2 0.3 0.0 -0.34
N -2.8578 3.5386 -1.8633 0.0 -0.1 0.0 0.14
C -3.6063 4.4276 -1.1888 0.0 -0.1 -0.1 -0.36
C -4.9030 4.0926 -0.9151 -0.1 -0.1 0.0 -0.60
Br -5.9978 5.3083 -0.0092 -0.1 0.1 0.0 -0.09
C -5.3824 2.8523 -1.3271 0.1 0.0 0.0 -0.06
C -4.5744 1.9437 -1.9997 -0.2 0.0 0.0 0.63
C -5.1128 0.6116 -2.4103 -0.2 -0.3 0.3 -1.54
C -4.3610 -0.6075 -1.8378 0.1 0.0 -0.2 -0.34
C -5.3089 -1.7469 -1.4796 0.2 -0.1 0.0 -0.98
C -6.1527 -2.2319 -2.6536 0.0 0.0 0.0 -0.20
C -7.3074 -3.1272 -2.2060 0.0 -0.2 0.1 -0.96
N -8.4497 -2.4602 -1.5971 0.2 0.3 -0.2 -0.52
H 1.4377 -3.1042 -0.2873 -0.1 -0.1 0.0 0.31
H 2.7032 -1.8949 -0.3116 0.3 0.1 0.0 0.18
H 3.0991 -3.6075 -0.6139 0.1 0.0 -0.1 0.32
H 2.8704 -0.7063 -2.1406 0.0 0.0 0.1 0.31
H 2.2676 -1.3300 -3.6716 0.0 0.0 -0.1 0.37
H 0.7623 0.3736 -2.3424 0.0 0.1 -0.1 0.29
H 0.4659 -0.9628 -1.2624 0.0 0.1 0.1 0.57
H -1.3654 -1.0734 -2.7538 0.0 0.1 0.0 -0.64
H -0.2876 -2.3826 -3.1201 -0.1 -0.1 0.0 0.63
H 0.3475 -1.6084 -5.1773 0.1 0.0 0.0 0.52
H -1.3172 -1.1364 -5.0977 0.0 -0.1 -0.1 0.42
H 0.7026 0.9732 -4.3297 0.1 0.0 0.0 0.31
H 0.6169 0.4596 -5.9828 0.0 0.0 0.0 0.40
H -1.9917 0.9365 -5.7202 -0.1 0.0 -0.1 0.44
H -0.8116 2.1691 -6.1175 -0.1 0.0 -0.1 0.44
H -2.1873 3.1483 -4.4903 -0.1 0.0 0.0 0.60
H -0.6344 2.7644 -3.7249 0.0 0.2 0.0 0.35
H -1.5428 1.1375 -2.3423 0.0 -0.2 0.0 0.12
H -2.7699 0.6628 -3.4968 -0.1 0.1 0.0 0.05
H -1.9054 3.7969 -2.0887 0.0 0.0 0.0 0.29
H -3.1564 5.3642 -0.9030 0.1 0.0 0.0 0.47
H -6.4113 2.5877 -1.1242 0.0 0.0 0.0 0.62
H -6.1342 0.5606 -2.0324 -0.1 0.0 -0.1 0.93
H -5.1980 0.5790 -3.4948 0.1 0.0 -0.1 0.53
H -3.7801 -0.3061 -0.9633 0.0 0.0 0.1 0.58
H -3.6428 -0.9885 -2.5684 0.0 0.1 0.0 -0.05
H -4.6986 -2.5896 -1.1478 0.0 0.0 0.2 0.52
H -5.9337 -1.4765 -0.6257 -0.1 0.1 0.0 0.16
H -6.5643 -1.3968 -3.2261 0.0 0.1 0.0 0.22
H -5.5091 -2.7924 -3.3371 0.0 0.0 -0.1 0.32
H -6.9172 -3.8435 -1.4807 0.0 -0.1 0.0 0.35
H -7.6674 -3.7050 -3.0569 0.0 0.0 0.0 0.42
H -8.1570 -1.9475 -0.7728 -0.1 -0.2 0.2 0.22
H -8.8370 -1.7902 -2.2522 -0.1 0.0 0.0 0.24
C -6.5095 -3.2522 3.5979 0.0 0.0 0.0 -0.98
S -7.9476 -2.8033 2.6245 -0.1 -0.1 0.0 0.43
O -7.4340 -2.3414 1.3047 0.2 0.2 0.0 -0.55
C -8.3647 -1.3277 3.5568 0.0 0.0 0.0 -0.97
H -6.0710 -4.1365 3.1412 0.0 0.0 0.0 0.32
H -5.7934 -2.4308 3.5862 0.0 0.0 0.0 0.31
H -6.8215 -3.4818 4.6164 0.0 0.0 0.0 0.40
H -7.5162 -0.6437 3.5497 0.0 0.0 0.0 0.29
H -8.6283 -1.6078 4.5762 0.0 0.0 0.0 0.40
H -9.2222 -0.8675 3.0710 0.0 0.0 0.0 0.31
C -7.9651 3.3692 -6.2642 0.0 0.0 0.0 -1.05
S -6.5781 3.7364 -5.1936 0.0 0.0 0.0 0.40
O -6.2569 2.4676 -4.4701 0.1 0.1 0.1 -0.50
C -7.4816 4.7668 -4.0342 0.0 0.0 0.0 -0.81
H -7.6111 2.6887 -7.0351 0.0 0.0 0.0 0.34
H -8.7541 2.8956 -5.6811 0.0 0.0 0.0 0.32
H -8.3189 4.2920 -6.7228 0.0 0.0 0.0 0.42
H -8.3069 4.1952 -3.6097 0.0 0.0 0.0 0.31
H -7.8512 5.6518 -4.5511 0.0 0.0 0.0 0.45
H -6.7913 5.0693 -3.2484 0.0 0.0 0.0 0.13
C 6.6263 -1.0734 1.9300 0.2 -0.1 -0.1 -0.84
S 5.0261 -0.4272 1.4842 0.1 -0.1 0.0 0.48
O 4.9378 0.9193 2.1163 -0.2 0.2 0.1 -0.62
C 4.0822 -1.5559 2.5128 -0.1 0.0 0.0 -0.99
H 7.3797 -0.4630 1.4348 -0.1 0.1 0.0 0.42
H 6.7425 -1.0048 3.0107 0.0 0.0 0.0 0.06
H 6.7115 -2.1121 1.6157 0.0 0.0 0.1 0.42
H 4.4063 -1.4468 3.5473 0.0 0.0 0.0 0.34
H 4.2484 -2.5781 2.1724 0.0 0.0 0.0 0.32
H 3.0309 -1.2879 2.4190 0.0 0.0 0.0 0.41
C 8.3761 -4.3085 4.9594 0.1 0.0 0.1 -0.65
S 6.6814 -4.5698 4.4571 0.2 0.0 0.0 0.37
O 6.5624 -3.9468 3.1051 -0.2 0.0 0.0 -0.54
C 5.9859 -3.3999 5.6295 -0.1 0.0 0.0 -0.79
H 9.0199 -4.8873 4.3009 0.0 0.0 0.0 0.36
H 8.6158 -3.2485 4.8755 0.1 0.0 0.0 0.05
H 8.5109 -4.6394 5.9889 0.0 0.0 0.0 0.37
H 6.4398 -2.4210 5.4745 0.0 0.0 0.0 0.16
H 6.1762 -3.7521 6.6426 0.0 0.0 0.0 0.41
H 4.9126 -3.3522 5.4544 0.0 0.0 0.0 0.29
C 12.1670 -0.4535 4.2526 0.1 0.0 0.0 -0.95
S 10.7345 -0.3116 5.3244 -0.1 0.2 -0.1 0.41
O 10.2889 -1.7041 5.6141 -0.1 -0.2 0.0 -0.58
C 9.6165 0.3448 4.0828 0.2 -0.3 0.0 -0.74
H 12.9703 -0.8940 4.8388 0.0 0.0 0.0 0.34
H 11.9239 -1.0990 3.4089 0.0 0.0 0.0 0.29
H 12.4616 0.5386 3.9115 0.0 0.0 0.0 0.35
H 9.5518 -0.3579 3.2513 0.1 -0.1 0.0 0.31
H 9.9794 1.3152 3.7461 -0.1 -0.1 0.1 0.44
H 8.6415 0.4701 4.5500 0.2 0.0 0.0 0.13
C 5.6369 2.7188 4.8898 0.0 0.0 0.1 -0.82
S 7.0306 3.4069 3.9974 -0.2 0.2 -0.2 0.51
O 8.2428 2.6894 4.4775 -0.1 0.2 0.1 -0.59
C 7.0287 5.0103 4.8099 0.0 0.0 0.1 -1.02
H 5.5088 1.6988 4.5345 0.0 0.0 -0.1 0.08
H 5.8493 2.7364 5.9591 0.0 0.0 0.0 0.39
H 4.7418 3.2952 4.6575 0.0 0.0 0.0 0.39
H 7.1632 4.8742 5.8829 0.0 0.0 0.0 0.31
H 6.0893 5.5208 4.5982 0.0 0.0 0.0 0.38
H 7.8587 5.5828 4.4020 0.0 0.0 0.0 0.33
```
Forces are in eV/Å.

Summary:
**Total charge**: +1

(3)
A cluster of 2 separate species, C6H14N6 in total, computed with ωB97M-V/def2-TZVPD.

The geometry in XYZ format:
```
26
Properties=species:S:1:pos:R:3:forces:R:3:mulliken_charge:R:1
C -3.4977 -0.8700 -1.2948 1.3 0.5 0.1 0.60
C -2.7698 0.6039 0.5148 -0.3 -0.9 -1.6 0.29
C -2.0870 -0.7026 -1.7173 3.0 -1.7 0.4 -0.65
C 4.1678 1.1758 1.2299 0.2 -3.0 1.6 -0.39
C 4.5033 -0.2472 0.9426 0.0 3.1 -0.8 -0.59
C 3.2702 0.3827 0.1909 -0.1 -2.0 2.7 0.09
N -1.4896 0.3280 0.3468 -1.1 0.7 0.7 -0.18
N -3.8011 0.0064 -0.3171 -1.3 -0.2 0.2 -0.13
N -4.2465 -1.6976 -1.9823 -1.0 0.7 0.8 -0.31
N -3.2150 1.4127 1.4676 0.4 -0.4 -0.4 -0.33
N 2.0216 -0.0600 0.6761 2.4 1.7 -2.5 -0.18
N -1.1032 -0.3333 -0.6924 0.7 -0.6 0.3 -0.35
H -1.4764 -1.5982 -2.1674 -2.1 1.5 0.1 0.39
H -2.0367 0.1979 -2.3149 -0.4 0.0 -1.2 0.32
H 3.8162 1.4768 2.1996 -0.6 -0.3 0.2 0.26
H 4.7180 1.9027 0.7933 1.5 2.2 -1.7 0.26
H 5.3654 -0.5865 0.4278 0.6 0.6 -1.5 0.28
H 4.4677 -0.9311 1.6957 -1.6 -1.7 2.3 0.32
H 3.4978 0.7856 -0.7850 -1.1 -0.3 -0.3 0.46
H -4.7688 0.1851 0.0391 1.0 -0.6 -0.8 0.29
H -3.8934 -2.5286 -2.4388 0.4 0.4 -0.3 0.27
H -5.2438 -1.5705 -2.0321 -0.4 -0.3 0.4 0.25
H -2.4544 1.6279 2.0826 -0.2 0.6 0.8 0.28
H -4.1773 1.3845 1.7513 0.0 0.3 0.5 0.22
H 1.3044 0.1846 0.0312 -1.5 -0.3 -0.2 0.22
H 1.8575 -0.7277 1.4080 0.2 -0.1 0.4 0.29
```
Forces are in eV/Å.

Summary:
**Total charge**: +2
**<S²>**: 2.022
**Multiplicity**: 3

(4)
A cluster of 2 separate species, C3H9NO in total, computed with ωB97M-V/def2-TZVPD.

The geometry in XYZ format:
```
14
Properties=species:S:1:pos:R:3:forces:R:3:mulliken_charge:R:1
C 1.4351 0.1258 -0.2286 -0.3 -2.4 0.0 -0.04
C -0.0206 -0.1980 -0.3911 0.2 1.2 0.5 -0.30
C -0.8429 0.4897 0.7147 -0.1 -0.3 0.0 -1.33
O -2.3790 -0.9548 -1.1434 -0.1 -0.1 -0.3 -0.75
N 1.9675 -0.2252 0.9983 -0.7 1.6 0.9 -0.41
H 2.0491 -0.0543 -1.1212 0.4 1.1 0.1 0.40
H 1.5305 1.1241 0.3876 -0.2 0.3 0.0 0.23
H -0.3817 0.1034 -1.3718 0.0 -0.4 0.1 0.36
H -0.1225 -1.2758 -0.2323 -0.3 -0.2 -0.5 0.30
H -0.7961 1.5756 0.6151 0.1 0.1 0.1 0.32
H -2.9253 -1.3247 -1.8542 0.2 0.0 0.2 0.18
H -0.4690 0.1867 1.6939 0.1 0.1 0.0 0.37
H -1.8831 0.1898 0.6444 0.0 -0.1 -0.2 0.40
H 2.8379 0.2375 1.2886 0.6 -0.9 -0.9 0.28
```
Forces are in eV/Å.

Summary:
**ΔE to the lowest compared entry with this formula, charge and spin**: 838.3 kJ/mol

Values for total energy, Eh, ordered as above
-1046.2714 -6822.1018 -564.8098 -249.3944